[1]
# C16H30FNO23S5

A cluster of 6 separate species, C16H30FNO23S5 in total at a distorted geometry (the ωB97M-V functional and the def2-TZVPD basis, the Open Molecules 2025 dataset).

Properties
spin multiplicity	1
DFT total energy	-4503.5892	a.u.
frontier orbital gap	9.5263	eV
structure (SMILES)	CN(C)C(=O)CCOC(=O)F.O=S1(=O)OCCO1.O=S1(=O)OCCO1.O=S1(=O)OCCO1.O=S1(=O)OCCO1.O=S1(=O)OCCO1
net charge	0

Atoms and positions in Å:
C -4.37 -0.41 2.43
N -3.41 -1.51 2.32
C -3.71 -2.40 1.20
C -2.05 -1.04 2.16
O -1.28 -1.19 3.07
C -1.53 -0.40 0.87
C -1.52 1.15 0.87
O -2.02 1.62 -0.42
C -3.33 1.80 -0.40
O -3.97 2.40 0.39
F -3.96 1.28 -1.47
H -5.40 -0.76 2.45
H -4.23 0.37 1.66
H -4.20 0.08 3.40
H -3.87 -1.89 0.24
H -2.83 -3.05 1.05
H -4.54 -3.07 1.45
H -0.50 -0.73 0.74
H -2.06 -0.74 -0.03
H -0.48 1.46 0.91
H -2.01 1.62 1.72
O -2.47 -4.48 8.43
S -1.16 -4.13 8.04
O -0.01 -4.72 8.64
O -1.02 -2.53 8.12
C -0.63 -2.01 6.84
C -1.21 -2.98 5.84
O -1.03 -4.27 6.45
H 0.46 -1.98 6.80
H -1.03 -1.00 6.71
H -0.70 -2.94 4.88
H -2.27 -2.82 5.69
O -1.89 6.66 -3.12
S -2.36 5.90 -4.21
O -2.70 6.48 -5.46
O -3.59 5.00 -3.71
C -3.32 3.61 -3.93
C -1.81 3.50 -3.84
O -1.33 4.70 -4.48
H -3.68 3.34 -4.92
H -3.82 3.00 -3.18
H -1.43 2.62 -4.35
H -1.47 3.50 -2.80
O 1.32 -2.64 1.39
S 1.96 -1.82 0.43
O 1.61 -1.85 -0.94
O 3.55 -2.01 0.58
C 4.17 -0.75 0.86
C 3.12 0.06 1.59
O 1.90 -0.29 0.94
H 4.44 -0.29 -0.10
H 5.07 -0.90 1.45
H 3.30 1.12 1.52
H 3.05 -0.24 2.63
O 2.93 -3.38 -1.70
S 2.73 -3.99 -2.95
O 1.47 -4.54 -3.33
O 3.87 -5.11 -3.18
C 4.60 -4.82 -4.38
C 4.53 -3.32 -4.53
O 3.20 -2.98 -4.11
H 4.11 -5.33 -5.21
H 5.62 -5.18 -4.29
H 4.70 -2.99 -5.55
H 5.24 -2.81 -3.86
O 0.62 2.70 -0.75
S 1.94 3.04 -1.13
O 3.07 2.43 -0.52
O 2.10 4.63 -1.03
C 2.50 5.16 -2.31
C 1.93 4.19 -3.32
O 2.09 2.90 -2.71
H 3.59 5.18 -2.34
H 2.11 6.17 -2.43
H 2.44 4.24 -4.27
H 0.86 4.37 -3.47

[2]
# C9H16N2O2

A cluster of 2 separate species, C9H16N2O2 in total at a distorted geometry (the ωB97M-V functional and the def2-TZVPD basis, the Open Molecules 2025 dataset).

Properties
spin multiplicity	1
DFT total energy	-612.4304	a.u.
frontier orbital gap	9.5054	eV
structure (SMILES)	O=c1cc[nH]c(=O)[nH]1.CCCCC
net charge	0

Atoms and positions in Å:
O -1.55 0.71 -0.39
C -1.76 -0.43 -0.73
C -1.84 -1.57 0.07
C -2.16 -2.77 -0.50
N -2.22 -2.88 -1.91
C -2.30 -1.84 -2.76
O -2.69 -2.08 -3.90
N -1.97 -0.72 -2.13
H -1.66 -1.50 1.15
H -2.19 -3.68 0.13
H -2.69 -3.76 -2.30
H -1.76 0.15 -2.66
C 5.23 2.82 2.61
C 4.06 1.80 2.55
C 2.71 2.37 2.01
C 1.70 1.27 2.30
C 0.52 1.79 1.33
H 5.41 3.33 1.67
H 4.88 3.64 3.33
H 6.20 2.63 3.01
H 3.84 1.15 3.42
H 4.19 1.03 1.85
H 2.58 3.42 2.38
H 2.83 2.61 0.94
H 1.58 0.98 3.35
H 2.06 0.48 1.82
H 1.16 1.93 0.36
H 0.02 0.69 0.89
H -0.14 2.50 2.04

[3]
# C6H10N

A cluster of 2 separate species, C6H10N in total at a distorted geometry (the ωB97M-V functional and the def2-TZVPD basis, the Open Molecules 2025 dataset).

Properties
spin multiplicity	1
DFT total energy	-288.9473	a.u.
frontier orbital gap	8.9915	eV
net charge	+1

Atoms and positions in Å:
C 1.65 1.11 0.22
C 1.70 0.69 -1.09
C -1.85 -0.72 -0.81
C 1.36 -0.22 -0.10
C 1.32 -1.53 0.55
C -1.55 1.25 0.57
N -1.23 0.01 0.00
H 1.78 1.94 0.88
H 1.89 0.84 -2.15
H -2.95 -0.72 -1.06
H -1.44 -1.70 -1.09
H 2.19 -2.11 0.34
H 0.60 -2.11 0.05
H 1.35 -1.57 1.56
H -2.61 1.52 0.15
H -0.71 2.05 0.41
H -1.49 1.24 1.58

[4]
# C3H12O3

A cluster of 3 separate species, C3H12O3 in total at a distorted geometry (the ωB97M-V functional and the def2-TZVPD basis, the Open Molecules 2025 dataset).

Properties
spin multiplicity	1
DFT total energy	-347.1297	a.u.
frontier orbital gap	10.7534	eV
structure (SMILES)	CO.CO.CO
net charge	0

Atoms and positions in Å:
C 1.16 1.78 -2.18
O 1.58 1.11 -1.03
H 0.82 2.79 -1.96
H 1.90 1.94 -2.97
H 0.47 1.18 -2.78
H 2.36 1.58 -0.74
C 2.95 -2.76 3.33
O 2.12 -3.25 2.31
H 2.83 -1.68 3.21
H 2.77 -2.93 4.39
H 3.93 -3.09 3.00
H 1.48 -2.57 2.06
C -4.35 1.08 -1.33
O -3.76 0.43 -0.22
H -5.42 1.19 -1.15
H -3.84 2.05 -1.38
H -4.17 0.52 -2.25
H -2.83 0.64 -0.31